*a*
58
Properties=species:S:1:pos:R:3:mulliken_charge:R:1 method="wB97M-V/def2-TZVPD" smiles="C=CCN1C(=O)[C@@H]2[C@@H](C(=O)NC)[C@@]3(C)C=C[C@@]2(O3)[C@H]1C(=O)NCc1ccc(OC)cc1" homo_energy_ev=-8.7
C 1.021 5.217 -0.070 -0.849
C 1.782 4.259 0.424 0.158
C 2.670 3.384 -0.408 -0.989
N 2.290 1.994 -0.304 0.039
C 3.060 1.043 0.264 0.223
O 4.179 1.195 0.705 -0.759
C 2.280 -0.257 0.233 -0.378
C 2.966 -1.469 -0.405 0.044
C 3.185 -2.619 0.562 0.072
O 2.691 -3.720 0.435 -0.653
N 4.001 -2.268 1.575 -0.169
C 4.368 -3.172 2.636 -0.998
C 1.993 -1.744 -1.602 1.048
C 2.546 -2.631 -2.689 -1.820
C 0.646 -2.133 -1.015 -0.900
C 0.098 -1.012 -0.558 -0.993
C 1.156 0.038 -0.804 1.785
O 1.740 -0.399 -2.023 -0.691
C 0.984 1.549 -0.747 -0.021
C -0.104 1.896 0.279 -0.312
O 0.111 1.875 1.471 -0.668
N -1.293 2.205 -0.269 -0.012
C -2.487 2.406 0.538 -1.367
C -3.358 1.178 0.511 0.485
C -4.461 1.096 -0.322 -1.010
C -5.232 -0.054 -0.381 -0.314
C -4.894 -1.155 0.397 0.748
O -5.573 -2.332 0.421 -0.446
C -6.717 -2.469 -0.387 -0.864
C -3.777 -1.080 1.233 -0.454
C -3.024 0.072 1.289 -0.281
H 0.393 5.826 0.557 0.286
H 1.008 5.446 -1.124 0.267
H 1.779 4.032 1.481 0.269
H 3.703 3.441 -0.049 0.420
H 2.635 3.690 -1.461 0.361
H 1.881 -0.462 1.228 0.570
H 3.934 -1.173 -0.824 0.654
H 4.364 -1.326 1.606 0.240
H 3.881 -4.125 2.436 0.339
H 5.450 -3.316 2.663 0.305
H 4.035 -2.790 3.603 0.317
H 1.820 -2.731 -3.491 0.424
H 3.460 -2.204 -3.092 0.396
H 2.757 -3.609 -2.264 0.345
H 0.286 -3.140 -0.976 0.519
H -0.825 -0.853 -0.038 0.198
H 0.760 1.965 -1.735 0.702
H -1.430 2.081 -1.259 0.324
H -3.026 3.276 0.155 0.510
H -2.137 2.608 1.553 0.341
H -4.737 1.944 -0.933 0.342
H -6.089 -0.076 -1.036 0.395
H -6.474 -2.368 -1.449 0.342
H -7.091 -3.474 -0.199 0.242
H -7.489 -1.740 -0.118 0.353
H -3.526 -1.941 1.831 0.450
H -2.167 0.127 1.944 0.436


*b*
58
Properties=species:S:1:pos:R:3:mulliken_charge:R:1 method="wB97M-V/def2-TZVPD" smiles="CCOC(=O)N1CCN(C(=O)c2ccccc2NC(=O)COc2ccccc2C)CC1" homo_energy_ev=-8.5
C 5.964 0.226 -1.552 -1.300
C 4.516 -0.176 -1.794 -0.314
O 3.686 0.143 -0.678 -0.206
C 3.261 1.421 -0.614 0.643
O 3.518 2.274 -1.432 -0.667
N 2.512 1.637 0.493 0.213
C 1.937 2.936 0.727 -1.414
C 0.407 2.855 0.765 -0.504
N -0.022 1.702 1.538 0.303
C -1.201 1.059 1.379 0.509
O -1.424 -0.006 1.949 -0.739
C -2.213 1.673 0.474 0.234
C -2.567 3.015 0.565 0.053
C -3.488 3.569 -0.304 -0.795
C -4.057 2.783 -1.292 -0.689
C -3.764 1.435 -1.367 -0.547
C -2.876 0.858 -0.463 0.016
N -2.651 -0.515 -0.430 0.142
C -2.980 -1.452 -1.347 0.614
O -3.437 -1.250 -2.451 -0.668
C -2.745 -2.879 -0.832 -0.849
O -1.904 -2.967 0.287 -0.542
C -0.549 -2.841 0.112 1.007
C 0.065 -2.555 -1.098 -0.911
C 1.449 -2.497 -1.174 -0.487
C 2.218 -2.714 -0.048 -0.667
C 1.598 -2.962 1.168 -0.342
C 0.220 -3.022 1.271 0.962
C -0.473 -3.248 2.576 -1.631
C 1.015 1.064 2.324 -1.423
C 2.142 0.577 1.412 0.365
H 6.575 -0.090 -2.392 0.410
H 6.033 1.307 -1.453 0.323
H 6.338 -0.239 -0.643 0.308
H 4.423 -1.257 -1.913 0.321
H 4.129 0.332 -2.683 0.397
H 2.253 3.588 -0.089 0.497
H 2.321 3.345 1.668 0.331
H 0.030 3.783 1.209 0.224
H 0.012 2.774 -0.252 0.553
H -2.139 3.625 1.346 0.525
H -3.754 4.611 -0.214 0.412
H -4.756 3.215 -1.992 0.399
H -4.231 0.812 -2.111 0.490
H -2.243 -0.845 0.447 0.168
H -2.405 -3.510 -1.662 0.455
H -3.716 -3.259 -0.495 0.385
H -0.519 -2.371 -1.987 0.345
H 1.916 -2.280 -2.123 0.350
H 3.295 -2.674 -0.105 0.305
H 2.197 -3.110 2.054 0.362
H -1.169 -4.081 2.497 0.380
H 0.243 -3.450 3.368 0.402
H -1.052 -2.360 2.831 0.248
H 1.389 1.771 3.070 0.405
H 0.565 0.212 2.836 0.508
H 1.809 -0.293 0.839 -0.165
H 3.007 0.275 2.014 0.297


It turns out *b* is the most stable, with the second structure 162.4 kJ/mol higher.


*a*
18
Properties=species:S:1:pos:R:3:mulliken_charge:R:1 method="wB97M-V/def2-TZVPD" total_charge=-1 smiles=C[C@@H](CN)NC[O-] homo_energy_ev=-2.7
C 0.129 0.882 1.126 -1.207
C 0.123 0.405 -0.364 0.285
C 1.501 0.553 -1.065 -0.798
N 1.812 1.979 -1.301 -0.669
N -0.242 -1.159 -0.428 -0.525
C -1.665 -1.500 0.316 -0.361
O -1.738 -1.523 1.660 -0.823
H -0.801 0.671 1.649 0.420
H 0.957 0.497 1.745 0.225
H 0.073 2.062 1.031 0.318
H -0.660 0.947 -0.962 0.159
H 1.426 0.059 -2.016 0.373
H 2.330 0.024 -0.507 0.283
H 1.933 2.487 -0.337 0.277
H 1.020 2.365 -1.783 0.308
H 0.416 -1.523 0.301 0.283
H -1.944 -2.450 -0.161 0.313
H -2.359 -0.733 -0.220 0.142


*b*
18
Properties=species:S:1:pos:R:3:mulliken_charge:R:1 method="wB97M-V/def2-TZVPD" total_charge=-1 homo_energy_ev=-2.1
C 1.680 -0.985 -0.449 -0.795
N -2.683 -0.244 -1.054 -0.809
C -2.471 0.072 0.258 -0.101
O -2.250 -1.059 1.311 -0.670
C 1.380 0.153 0.358 0.487
C 1.139 1.137 -0.911 -1.082
N 1.927 0.771 1.475 -0.740
H 0.840 -1.664 -0.550 0.266
H 2.665 -1.450 -0.412 0.331
H -1.987 -0.887 -1.431 0.116
H -3.330 0.588 0.683 0.228
H -1.503 0.630 0.406 0.051
H 0.376 0.157 0.906 0.133
H 0.846 2.058 -0.388 0.321
H 2.049 1.349 -1.466 0.351
H 0.346 0.812 -1.570 0.369
H -1.531 -1.528 0.869 0.320
H 2.509 0.090 1.966 0.225


It turns out *a* is the most stable, with the second structure 523.6 kJ/mol higher.


*a*
19
Properties=species:S:1:pos:R:3:mulliken_charge:R:1 method="wB97M-V/def2-TZVPD" homo_energy_ev="-8.1 / -8.0"
C -1.595 0.900 0.443 -0.934
C -1.363 -1.389 -0.523 -0.921
N -0.777 -0.097 -0.225 0.108
H 0.350 -0.545 0.941 0.060
H -1.010 1.810 0.557 0.310
H -1.909 -1.770 0.343 0.327
H -2.037 -1.292 -1.378 0.316
H -2.446 1.134 -0.205 0.373
H -1.957 0.526 1.402 0.290
H -0.561 -2.085 -0.784 0.365
C 2.108 0.584 0.874 -1.076
C 1.317 -0.482 0.103 0.727
C 0.363 0.426 -1.133 -0.177
O 1.687 -1.615 -0.229 -0.584
O 0.512 1.658 -1.261 -0.606
H 0.415 -0.260 -1.999 0.459
H 2.814 0.996 0.149 0.329
H 2.622 0.112 1.709 0.359
H 1.466 1.389 1.214 0.277


*b*
19
Properties=species:S:1:pos:R:3:mulliken_charge:R:1 method="wB97M-V/def2-TZVPD" smiles="O=CCNCCCO" homo_energy_ev=-8.9
O 0.294 3.245 -2.791 -0.461
C 0.171 2.118 -2.376 -0.140
C 0.531 1.701 -0.968 -0.277
N 0.294 0.291 -0.794 -0.130
C 0.920 -0.374 0.349 -0.819
C -0.070 -0.533 1.512 -0.509
C -1.191 -1.475 1.127 -0.453
O -0.741 -2.818 1.329 -0.525
H -0.255 1.371 -3.088 0.303
H -0.060 2.352 -0.302 0.239
H 1.555 1.961 -0.653 0.305
H 0.283 -0.245 -1.647 0.196
H 1.793 0.221 0.641 0.311
H 1.318 -1.331 0.014 0.397
H 0.496 -0.962 2.342 0.343
H -0.384 0.476 1.771 0.328
H -2.131 -1.334 1.657 0.358
H -1.431 -1.340 0.070 0.239
H -1.391 -3.325 1.805 0.295


It turns out *b* is the most stable, with the second structure 385.2 kJ/mol higher.


*a*
19
Properties=species:S:1:pos:R:3:mulliken_charge:R:1 method="wB97M-V/def2-TZVPD" homo_energy_ev=-8.1
C 1.380 -1.641 -0.056 -1.309
N 1.052 -0.904 -1.692 -0.605
C 0.820 -0.241 -0.653 1.498
C -0.723 -0.002 -0.409 -0.664
C -0.981 0.506 0.948 -0.915
O -3.370 0.468 0.130 -0.733
C 1.725 1.093 -0.330 -0.514
O 1.413 1.529 0.837 -0.514
H 0.505 -2.182 0.288 0.375
H 1.916 -1.390 0.855 0.352
H 1.895 -2.225 -0.834 0.418
H -0.647 1.546 1.032 0.396
H 2.763 0.762 -0.482 0.363
H -1.190 -0.965 -0.553 0.347
H -1.088 0.712 -1.143 0.364
H -0.466 -0.040 1.742 0.372
H -2.139 0.543 1.131 0.270
H -4.303 0.634 0.317 0.196
H 1.437 1.798 -1.127 0.305


*b*
19
Properties=species:S:1:pos:R:3:mulliken_charge:R:1 method="wB97M-V/def2-TZVPD" smiles="C/C(N)=C(/C)C(O)O" homo_energy_ev=-7.8
C -1.633 -1.244 0.246 -1.269
C -1.042 0.097 -0.088 0.687
N -1.979 1.097 -0.313 -0.539
C 0.271 0.309 -0.226 0.744
C 0.828 1.658 -0.601 -2.001
C 1.244 -0.834 -0.002 -0.027
O 2.580 -0.530 -0.272 -0.590
O 1.118 -1.265 1.336 -0.548
H -1.381 -1.517 1.260 0.281
H -1.250 -2.015 -0.410 0.264
H -2.727 -1.221 0.154 0.428
H -1.629 2.038 -0.259 0.209
H -2.865 0.980 0.155 0.206
H 0.262 2.075 -1.439 0.429
H 0.783 2.364 0.236 0.332
H 1.869 1.565 -0.920 0.454
H 1.009 -1.667 -0.687 0.270
H 2.861 0.141 0.363 0.340
H 1.682 -2.032 1.468 0.331


It turns out *b* is the most stable, with the second structure 980.8 kJ/mol higher.